Record 1
{
  "formula": "C26H28Cl4FI2NO4",
  "method": "the ωB97M-V functional and the def2-TZVPD basis",
  "e_homo_ev": -8.63,
  "spin_multiplicity": 1,
  "e_tot_ha": -3899.241257,
  "gap_ev": 7.488,
  "fmax_ha_per_bohr": 0.024,
  "symbols": ["C", "C", "I", "C", "I", "C", "C", "C", "C", "F", "C", "C", "C", "O", "C", "C", "C", "O", "C", "C", "N", "C", "C", "C", "O", "C", "C", "C", "C", "O", "H", "H", "H", "H", "H", "H", "H", "H", "H", "H", "H", "H", "H", "H", "H", "H", "H", "H", "H", "H", "Cl", "C", "C", "Cl", "H", "H", "H", "H", "Cl", "C", "C", "Cl", "H", "H", "H", "H"],
  "coordinates": [[0.983, 2.846, -2.559], [-0.374, 3.370, -2.152], [-0.490, 5.323, -1.383], [-1.459, 2.612, -2.262], [-3.393, 3.183, -1.669], [-1.386, 1.257, -2.870], [-1.515, 1.195, -4.259], [-1.482, -0.002, -4.946], [-1.277, -1.166, -4.218], [-1.220, -2.298, -4.918], [-1.149, -1.145, -2.836], [-1.222, 0.077, -2.136], [-1.125, 0.125, -0.649], [-1.329, 1.125, -0.010], [-0.758, -1.134, 0.054], [-0.502, -1.138, 1.417], [-0.144, -2.290, 2.097], [0.088, -2.247, 3.449], [-1.097, -2.488, 4.236], [-0.808, -3.243, 5.533], [-1.003, -4.688, 5.531], [-0.309, -5.362, 4.434], [0.182, -6.770, 4.769], [1.332, -7.111, 3.816], [0.645, -6.879, 6.107], [-0.010, -3.486, 1.392], [-0.281, -3.489, 0.032], [-0.664, -2.336, -0.644], [-0.963, -2.437, -2.102], [-1.072, -3.520, -2.615], [1.058, 2.635, -3.620], [1.132, 1.901, -2.030], [1.763, 3.516, -2.212], [-1.693, 2.102, -4.852], [-1.614, -0.042, -6.017], [-0.595, -0.221, 1.986], [-1.890, -2.950, 3.646], [-1.468, -1.499, 4.526], [-1.531, -2.862, 6.259], [0.172, -2.989, 5.934], [-1.988, -4.897, 5.428], [-0.945, -5.436, 3.543], [0.555, -4.764, 4.138], [-0.596, -7.519, 4.582], [1.027, -7.056, 2.771], [1.787, -8.072, 4.051], [2.096, -6.337, 3.938], [1.523, -7.266, 6.064], [0.298, -4.414, 1.844], [-0.202, -4.409, -0.530], [1.291, 6.403, -5.201], [1.318, 5.343, -6.631], [-0.039, 4.756, -6.924], [-0.542, 3.587, -5.668], [2.058, 4.565, -6.459], [1.644, 5.949, -7.475], [-0.013, 4.216, -7.869], [-0.804, 5.526, -6.988], [3.842, 8.696, 0.600], [2.905, 8.025, 1.959], [1.617, 7.389, 1.504], [0.449, 8.593, 0.897], [2.723, 8.827, 2.670], [3.532, 7.274, 2.438], [1.141, 6.882, 2.342], [1.787, 6.662, 0.714]],
  "nbo_charge": [-0.671, -0.153, 0.167, -0.175, 0.189, -0.067, -0.152, -0.246, 0.429, -0.293, -0.140, -0.113, 0.527, -0.504, -0.040, -0.229, 0.292, -0.531, -0.091, -0.242, -0.599, -0.248, 0.093, -0.637, -0.703, -0.186, -0.174, -0.157, 0.540, -0.504, 0.235, 0.221, 0.235, 0.233, 0.238, 0.244, 0.183, 0.182, 0.204, 0.210, 0.348, 0.173, 0.192, 0.153, 0.216, 0.212, 0.204, 0.465, 0.217, 0.239, -0.047, -0.392, -0.382, -0.065, 0.223, 0.226, 0.223, 0.229, -0.059, -0.387, -0.390, -0.061, 0.223, 0.222, 0.224, 0.229]
}


Record 2
{
  "formula": "C26H28F6N2O18",
  "method": "the ωB97M-V functional and the def2-TZVPD basis",
  "e_homo_ev": -7.82,
  "spin_multiplicity": 1,
  "e_tot_ha": -3070.453418,
  "gap_ev": 7.756,
  "fmax_ha_per_bohr": 0.159,
  "de_lowest_kcal_mol": 33.2,
  "symbols": ["O", "C", "O", "C", "C", "F", "O", "H", "H", "H", "O", "C", "O", "C", "C", "F", "O", "H", "H", "H", "O", "C", "O", "C", "C", "F", "O", "H", "H", "H", "O", "C", "O", "C", "C", "F", "O", "H", "H", "H", "O", "C", "O", "C", "C", "F", "O", "H", "H", "H", "O", "C", "O", "C", "C", "F", "O", "H", "H", "H", "C", "C", "C", "N", "C", "H", "H", "H", "H", "H", "C", "C", "C", "N", "C", "H", "H", "H", "H", "H"],
  "coordinates": [[1.400, 4.282, 9.218], [1.044, 4.092, 8.121], [0.412, 2.997, 7.653], [0.449, 3.090, 6.206], [0.186, 4.551, 6.112], [-1.165, 4.696, 6.056], [0.885, 5.031, 7.315], [1.446, 2.812, 5.864], [-0.297, 2.502, 5.671], [0.709, 4.806, 5.190], [1.648, 4.648, -2.722], [2.091, 4.915, -3.839], [2.933, 5.963, -4.184], [3.398, 5.718, -5.532], [2.350, 4.886, -6.180], [2.754, 3.946, -7.083], [1.772, 4.220, -5.057], [3.630, 6.669, -6.012], [4.294, 5.099, -5.491], [1.641, 5.500, -6.735], [-8.223, -3.657, -5.141], [-7.184, -3.324, -4.520], [-7.080, -2.911, -3.251], [-6.008, -2.015, -3.062], [-5.223, -2.528, -4.144], [-4.361, -3.411, -3.569], [-6.031, -3.083, -5.151], [-6.449, -1.027, -3.192], [-5.583, -2.116, -2.063], [-4.759, -1.676, -4.640], [0.520, -0.755, 2.382], [0.231, -0.538, 1.189], [1.082, -0.286, 0.249], [0.436, -0.277, -1.018], [-0.966, 0.043, -0.656], [-1.864, -0.632, -1.417], [-0.976, -0.357, 0.654], [0.954, 0.386, -1.710], [0.350, -1.283, -1.428], [-1.231, 1.097, -0.735], [4.941, 1.345, 3.076], [5.668, 1.876, 2.275], [6.930, 2.235, 2.377], [7.465, 2.770, 1.249], [6.532, 2.107, 0.301], [7.051, 0.944, -0.063], [5.365, 1.861, 0.918], [7.457, 3.847, 1.082], [8.490, 2.399, 1.278], [6.394, 2.752, -0.568], [0.495, -1.204, -7.654], [0.403, -2.361, -7.395], [-0.680, -2.823, -6.882], [-0.440, -4.129, -6.371], [0.869, -4.545, -7.053], [0.740, -5.320, -8.127], [1.379, -3.318, -7.427], [-0.268, -4.078, -5.296], [-1.241, -4.819, -6.636], [1.532, -5.134, -6.420], [1.162, -6.796, 6.818], [2.209, -7.600, 7.097], [3.229, -7.563, 6.133], [2.834, -6.598, 5.308], [1.604, -6.089, 5.720], [0.187, -6.707, 7.275], [2.130, -8.243, 7.961], [4.208, -8.020, 6.132], [3.386, -6.236, 4.544], [1.195, -5.201, 5.262], [-5.763, 1.143, 2.094], [-5.100, 2.063, 2.905], [-5.734, 3.300, 2.616], [-6.784, 3.052, 1.769], [-6.782, 1.700, 1.486], [-5.419, 0.122, 2.033], [-4.323, 1.902, 3.637], [-5.541, 4.335, 2.857], [-7.515, 3.710, 1.542], [-7.480, 1.248, 0.797]],
  "mulliken_charge": [-0.514, 0.666, -0.342, -0.484, 0.286, -0.270, -0.314, 0.290, 0.330, 0.351, -0.512, 0.647, -0.303, -0.400, 0.357, -0.273, -0.281, 0.271, 0.269, 0.226, -0.568, 0.624, -0.322, -0.319, 0.355, -0.310, -0.301, 0.281, 0.236, 0.323, -0.599, 0.732, -0.315, -0.391, 0.345, -0.266, -0.301, 0.299, 0.247, 0.249, -0.505, 0.629, -0.339, -0.378, 0.316, -0.304, -0.283, 0.296, 0.265, 0.302, -0.543, 0.655, -0.280, -0.380, 0.348, -0.287, -0.317, 0.276, 0.287, 0.241, -0.369, -0.340, -0.579, 0.005, -0.404, 0.380, 0.354, 0.346, 0.204, 0.403, -0.319, -0.451, -0.398, -0.017, -0.610, 0.396, 0.443, 0.372, 0.211, 0.376]
}


Record 3
{
  "formula": "C26H28FN3O3S",
  "method": "the ωB97M-V functional and the def2-TZVPD basis",
  "e_homo_ev": -8.80,
  "spin_multiplicity": 1,
  "e_tot_ha": -1895.603188,
  "gap_ev": 9.458,
  "fmax_ha_per_bohr": 0.023,
  "de_lowest_kcal_mol": 7.7,
  "symbols": ["C", "N", "C", "C", "C", "C", "C", "C", "F", "C", "C", "O", "C", "C", "C", "C", "C", "S", "O", "O", "N", "C", "C", "N", "C", "C", "C", "C", "C", "C", "C", "C", "C", "C", "H", "H", "H", "H", "H", "H", "H", "H", "H", "H", "H", "H", "H", "H", "H", "H", "H", "H", "H", "H", "H", "H", "H", "H", "H", "H", "H", "H"],
  "coordinates": [[-5.975, 3.664, -1.892], [-4.597, 3.441, -1.516], [-4.269, 3.487, -0.103], [-3.593, 2.230, 0.387], [-4.108, 0.981, 0.063], [-3.485, -0.175, 0.499], [-2.338, -0.107, 1.269], [-1.842, 1.141, 1.586], [-0.714, 1.238, 2.329], [-2.448, 2.309, 1.165], [-3.682, 3.193, -2.482], [-3.966, 3.136, -3.662], [-2.271, 2.991, -2.007], [-1.489, 4.070, -1.610], [-0.175, 3.875, -1.219], [0.372, 2.602, -1.223], [-0.403, 1.539, -1.640], [0.243, -0.135, -1.719], [0.412, -0.476, -3.101], [-0.629, -0.962, -0.927], [1.756, 0.033, -1.012], [1.812, -0.294, 0.398], [1.932, -1.800, 0.621], [3.089, -2.313, -0.096], [3.305, -3.722, 0.187], [3.732, -3.927, 1.616], [4.698, -3.097, 2.172], [5.112, -3.279, 3.478], [4.570, -4.299, 4.244], [3.609, -5.131, 3.697], [3.190, -4.943, 2.390], [2.945, -2.053, -1.517], [2.859, -0.546, -1.750], [-1.710, 1.721, -2.044], [-6.041, 3.577, -2.975], [-6.628, 2.921, -1.429], [-6.298, 4.662, -1.590], [-3.634, 4.353, 0.116], [-5.210, 3.620, 0.440], [-4.997, 0.914, -0.546], [-3.889, -1.139, 0.233], [-1.828, -0.996, 1.602], [-2.017, 3.261, 1.435], [-1.907, 5.067, -1.618], [0.426, 4.718, -0.912], [1.391, 2.428, -0.916], [0.906, 0.084, 0.867], [2.682, 0.215, 0.824], [2.065, -2.003, 1.686], [1.000, -2.280, 0.277], [2.406, -4.326, -0.029], [4.108, -4.071, -0.472], [5.110, -2.304, 1.568], [5.861, -2.627, 3.902], [4.895, -4.444, 5.263], [3.181, -5.927, 4.289], [2.436, -5.593, 1.969], [3.816, -2.455, -2.039], [2.034, -2.521, -1.932], [2.692, -0.335, -2.805], [3.779, -0.061, -1.411], [-2.281, 0.868, -2.375]],
  "nbo_charge": [-0.417, -0.434, -0.239, -0.014, -0.237, -0.174, -0.266, 0.388, -0.334, -0.252, 0.649, -0.605, -0.023, -0.216, -0.205, -0.196, -0.311, 2.316, -0.934, -0.948, -0.687, -0.228, -0.259, -0.446, -0.254, 0.060, -0.241, -0.204, -0.219, -0.209, -0.233, -0.237, -0.231, -0.178, 0.252, 0.193, 0.195, 0.204, 0.225, 0.216, 0.222, 0.237, 0.222, 0.219, 0.221, 0.241, 0.231, 0.207, 0.218, 0.191, 0.173, 0.209, 0.224, 0.212, 0.212, 0.212, 0.208, 0.207, 0.177, 0.241, 0.204, 0.245]
}